1.
ORCA calculation (ωB97M-V/def2-TZVPD) on an isolated ion of composition C10H12ClO2S and charge -1 in a non-equilibrium geometry.

- relative energy (zero: lowest compared OMol25 entry of this formula, charge and spin) (kJ/mol) = 18.68
- SMILES string = CSC[C@](C)([O-])Oc1ccc(Cl)cc1
- E_LUMO (eV) = 3.189
- HOMO (hartree) = -0.14786
- net charge = -1
- frontier orbital gap (eV) = 7.21
- 2S+1 = 1

Each line ends with the Löwdin charge.
Atoms and positions in Å:
1 H -4.201 2.886 0.640  0.016
2 C -0.880 2.137 -0.659  -0.443
3 C -0.382 -2.422 0.847  -0.018
4 C -3.358 3.060 -0.040  -0.449
5 H 2.435 1.854 -0.419  0.074
6 C 0.385 1.137 -0.685  -0.639
7 S -2.437 1.505 -0.120  0.802
8 H -1.384 -2.294 1.252  0.104
9 H 1.266 2.617 0.690  0.058
10 O 0.585 0.655 -1.806  -0.077
11 H -2.728 3.864 0.357  0.025
12 Cl 2.315 -5.340 0.350  0.604
13 H 3.171 -2.831 -0.711  0.094
14 C 0.227 -3.670 0.839  -0.139
15 C 2.180 -2.732 -0.273  -0.124
16 H -3.741 3.330 -1.032  0.021
17 O -0.256 -0.086 0.418  -0.146
18 H 1.823 0.974 0.990  0.070
19 H 2.062 -0.654 -0.762  0.090
20 H -0.691 2.994 0.003  0.051
21 H -0.270 -4.544 1.259  0.089
22 C 1.570 -1.484 -0.275  -0.026
23 C 0.296 -1.273 0.317  -0.334
24 C 1.549 1.679 0.200  -0.027
25 C 1.527 -3.826 0.314  -0.748
26 H -1.062 2.464 -1.693  0.073

2.
ORCA calculation (ωB97M-V/def2-TZVPD) on C12H15FN3O2PtS2 as an isolated structure.

- ⟨S²⟩ = 3.78
- E_LUMO (alpha / beta) (eV) = 5.054 / 5.046
- HOMO (alpha / beta) (hartree) = 0.03408 / -0.03851
- net charge = -2
- frontier orbital gap (alpha / beta) (eV) = 4.13 / 6.09
- 2S+1 = 4

Each line ends with the Löwdin charge.
Atoms and positions in Å:
1 H -2.310 -4.675 2.701  0.058
2 C 0.878 -2.214 1.157  -0.322
3 H -1.888 -3.938 4.240  0.055
4 C -1.469 -4.268 3.283  -0.109
5 C 2.277 2.605 -1.301  -0.056
6 Pt -1.336 1.353 -0.514  0.890
7 C 0.410 -3.260 1.909  -0.059
8 S -1.291 4.229 -0.985  0.513
9 N 0.106 -1.062 1.119  0.053
10 C -1.049 -0.931 1.868  -0.807
11 C -3.657 -0.383 -1.141  -0.341
12 H 2.681 1.755 -0.773  0.127
13 C 0.962 4.628 -2.550  -0.131
14 O -3.104 0.869 -1.387  -0.535
15 H 2.012 -1.725 -0.580  0.066
16 H 0.240 -0.413 0.341  0.044
17 C -0.803 -3.131 2.581  -0.373
18 C 0.300 3.946 -1.493  -0.756
19 C 2.911 3.261 -2.322  -0.107
20 N 1.055 2.968 -0.869  -0.253
21 H -4.744 -0.365 -1.340  0.047
22 H -3.225 -1.163 -1.793  0.054
23 H 2.896 -1.494 0.931  0.068
24 H -0.767 -5.088 3.466  0.052
25 F 0.222 0.103 -1.386  -0.612
26 H 2.698 4.860 -3.763  0.084
27 O 0.569 2.328 0.173  -0.320
28 H 0.395 5.408 -3.039  0.082
29 S -1.848 0.635 1.838  0.488
30 C 2.232 4.313 -2.950  -0.132
31 H -3.525 -0.721 -0.104  0.024
32 N -1.504 -1.922 2.586  0.040
33 C 2.172 -2.145 0.421  -0.067
34 H 3.904 2.952 -2.620  0.082
35 H 2.610 -3.140 0.321  0.060
36 H 0.990 -4.176 1.975  0.092

3.
ORCA calculation (ωB97M-V/def2-TZVPD) on C16H24CaO13 as an isolated structure in a non-equilibrium geometry.

- relative energy (zero: lowest compared OMol25 entry of this formula, charge and spin) (kJ/mol) = 2.73
- E_LUMO (eV) = 0.661
- HOMO (hartree) = -0.30423
- frontier orbital gap (eV) = 8.94
- 2S+1 = 1

Each line ends with the Löwdin charge.
Atoms and positions in Å:
1 Ca 0.600 -0.443 0.405  1.521
2 H -3.180 -1.437 4.002  0.083
3 H -2.458 -3.344 2.399  0.064
4 C 4.710 0.422 1.393  -0.014
5 H -0.152 0.066 5.615  0.137
6 H 1.494 5.380 -0.321  0.136
7 C -0.747 0.849 5.150  -0.070
8 C -0.777 5.680 -2.659  -0.025
9 O -1.862 0.603 3.110  0.111
10 H -1.060 1.624 5.849  0.128
11 H 2.333 -3.544 -4.804  0.136
12 C -1.433 -2.185 0.945  -0.757
13 O -0.089 3.412 -2.230  0.094
14 C 0.683 -2.203 -2.634  -0.537
15 C -2.617 -3.051 1.363  -0.008
16 H -2.636 -1.365 5.691  0.089
17 H 0.889 -2.745 -5.520  0.131
18 O -1.657 -1.140 0.281  -0.136
19 C 0.322 4.775 -2.108  -0.296
20 C 1.369 -3.087 -4.603  -0.064
21 H -0.239 5.520 -0.120  0.132
22 H -1.485 -1.695 4.318  0.095
23 H 1.217 4.835 -2.731  0.155
24 C 0.112 2.734 -1.096  -0.530
25 H 4.895 -0.177 2.284  0.072
26 H 5.002 1.461 1.527  0.075
27 O 1.501 -2.016 -3.668  0.104
28 C 3.242 0.307 1.051  -0.743
29 C -0.682 1.155 2.912  -0.556
30 H -1.708 5.505 -2.113  0.091
31 H -0.358 -5.482 -5.263  0.090
32 H -3.531 -2.481 1.235  0.074
33 H -2.887 0.958 4.903  0.147
34 O -0.043 1.420 4.058  0.096
35 H -0.985 5.571 -3.718  0.082
36 H -2.594 -3.918 0.701  0.078
37 O -0.049 1.564 -0.972  0.099
38 O -0.211 1.433 1.837  0.074
39 C 0.434 -4.070 -3.883  -0.303
40 O -0.274 -2.486 1.347  -0.138
41 C -0.711 -4.603 -4.704  -0.026
42 H -1.570 -4.949 -4.135  0.090
43 C 0.544 4.922 -0.596  -0.084
44 O 2.857 0.597 -0.113  -0.114
45 O -0.030 -3.318 -2.758  0.122
46 H -1.062 -3.990 -5.540  0.085
47 C -2.077 0.342 4.512  -0.276
48 O 0.527 3.584 -0.124  0.075
49 H 1.002 -4.912 -3.476  0.155
50 H -0.514 6.711 -2.404  0.088
51 O 0.596 -1.433 -1.724  0.062
52 H 5.280 -0.028 0.582  0.075
53 O 2.433 -0.188 1.887  -0.155
54 C -2.362 -1.143 4.660  -0.015

4.
ORCA calculation (ωB97M-V/def2-TZVPD) on a 8-piece molecular cluster, C49H108F3N7O6S overall in a non-equilibrium geometry.

- ⟨S²⟩ = 0.75
- relative energy (zero: lowest compared OMol25 entry of this formula, charge and spin) (kJ/mol) = 276.99
- E_LUMO (alpha / beta) (eV) = -5.526 / -5.609
- HOMO (alpha / beta) (hartree) = -0.29678 / -0.50628
- net charge = +3
- frontier orbital gap (alpha / beta) (eV) = 2.55 / 8.17
- 2S+1 = 2

Each line ends with the Löwdin charge.
Atoms and positions in Å:
1 H -7.095 1.433 -0.223  0.127
2 C -3.721 -3.339 2.109  -0.183
3 C 2.412 4.727 -3.120  -0.116
4 F 0.162 -6.351 -0.897  0.150
5 H 2.088 -6.268 2.932  0.090
6 H 2.042 -1.014 -0.744  0.101
7 H -5.032 -0.685 -2.130  0.083
8 C 2.196 2.327 -1.952  0.047
9 H 1.342 -4.950 3.799  0.074
10 H 0.089 -6.873 1.785  0.104
11 C 0.354 4.495 3.373  -0.132
12 H 4.496 -0.131 -0.652  0.119
13 H 6.149 -2.961 0.106  0.111
14 H 1.058 -0.023 3.849  0.120
15 H 2.622 0.207 1.160  0.087
16 H -5.814 2.200 0.828  0.127
17 C -0.963 -4.959 1.977  -0.073
18 H -0.200 2.763 -2.286  0.097
19 C -0.633 -2.436 -6.043  0.091
20 H 1.379 0.937 -4.600  0.085
21 H -1.328 4.382 -1.219  0.086
22 H 9.053 -0.525 1.697  0.086
23 H -0.684 6.066 4.680  0.102
24 C -4.386 -4.432 2.910  -0.144
25 H -0.428 4.338 2.631  0.088
26 H -0.863 0.219 -3.999  0.123
27 C -4.769 -0.022 0.372  -0.129
28 F 0.341 -4.161 -0.903  0.072
29 H -4.292 -2.423 1.955  0.110
30 C -0.468 -0.249 -4.901  -0.153
31 H -0.647 -3.511 -5.863  0.108
32 H 2.571 4.701 -0.275  0.096
33 H 0.286 6.688 2.423  0.031
34 F 0.191 -5.409 -2.758  0.106
35 C 2.713 -0.873 1.273  -0.242
36 H -3.896 -4.466 0.312  0.113
37 H 1.211 6.412 -1.095  0.122
38 H 1.422 7.249 3.133  0.076
39 H -2.107 -7.404 1.115  0.102
40 C 0.299 5.833 4.271  -0.198
41 N -2.471 -5.311 1.621  -0.189
42 H 3.567 6.948 -3.744  0.073
43 H 2.097 1.990 -2.984  0.074
44 H 0.122 3.846 -3.657  0.125
45 H 3.250 2.381 -1.681  0.090
46 H 2.665 1.148 5.635  0.120
47 H 2.370 3.504 4.680  0.123
48 H -6.792 -0.352 -1.840  0.112
49 H -3.364 2.751 0.522  0.090
50 H 0.167 -1.613 -2.702  0.102
51 H 6.818 -1.149 0.207  0.128
52 H -1.835 3.656 4.534  0.092
53 O -0.419 0.219 -1.195  -0.063
54 O 2.959 -6.674 -2.304  -0.298
55 C -5.793 0.072 -1.937  0.032
56 C 1.655 -1.104 -4.170  -0.117
57 H 1.819 5.632 -3.251  0.126
58 H -0.884 4.043 5.859  0.093
59 H 4.573 -1.877 -1.210  0.129
60 C 0.317 1.922 3.380  -0.147
61 H -1.493 -2.118 -6.632  0.110
62 H -0.669 1.470 3.490  0.119
63 H 1.830 -1.071 1.880  0.106
64 C 5.355 -2.973 0.853  0.068
65 H -1.014 -0.009 -5.813  0.137
66 H -2.897 -3.104 2.783  0.109
67 C 1.617 4.407 -0.715  -0.189
68 O -0.082 0.109 0.855  -0.065
69 C -2.186 -3.372 -3.280  -0.239
70 C 6.318 -0.569 0.983  -0.054
71 H 3.929 -2.039 2.605  0.137
72 H 5.716 -3.069 1.877  0.092
73 H -0.566 -4.515 1.063  0.098
74 H 1.519 1.890 -1.218  0.074
75 H -3.746 0.860 1.932  0.108
76 C -3.159 1.848 -0.052  -0.134
77 H 4.633 5.842 -4.633  0.079
78 C -3.527 0.609 0.894  -0.139
79 C 0.667 -5.325 -1.511  -0.648
80 H 1.048 1.158 6.071  0.111
81 H -3.436 0.894 -1.990  0.118
82 H 8.837 0.109 3.344  0.093
83 H -0.283 7.992 3.432  0.093
84 C 4.380 6.229 -3.645  -0.080
85 N -0.712 -1.654 -4.691  -0.215
86 H -1.078 2.214 5.475  0.101
87 H 2.248 -1.812 -4.750  0.121
88 H 3.829 5.486 -1.674  0.090
89 H -7.586 4.568 0.392  0.085
90 H -1.359 -3.679 -2.640  0.084
91 H 0.443 2.192 2.332  0.083
92 H 5.267 6.763 -3.302  0.084
93 H -2.065 -1.327 -2.893  0.104
94 C 0.638 5.524 -0.829  -0.153
95 H -2.914 -1.743 -4.382  0.131
96 H -2.378 -3.541 0.264  0.104
97 H -5.491 3.953 -1.057  0.100
98 C 1.046 0.003 -5.051  -0.112
99 H 4.652 4.369 -2.723  0.108
100 H -3.657 -2.919 -1.831  0.047
101 H 2.511 4.426 -4.163  0.136
102 H -4.517 -1.006 -0.023  0.107
103 C 1.378 1.019 3.831  -0.189
104 C 7.013 -0.677 2.356  -0.251
105 C 3.956 -1.133 1.999  -0.076
106 C -2.608 -6.570 0.624  0.064
107 N 4.998 -1.460 0.857  -0.240
108 C -6.390 3.338 -1.021  -0.223
109 C -3.403 -5.624 2.828  -0.060
110 C 0.164 3.750 -2.572  -0.072
111 H 1.650 -4.875 2.110  0.053
112 C -1.019 3.246 5.129  0.047
113 H 8.190 0.934 1.885  0.080
114 H -3.956 -6.541 2.624  0.124
115 C -3.105 -4.023 0.917  -0.080
116 H 2.570 -2.515 0.103  0.110
117 H -2.073 1.905 -0.123  0.081
118 H -6.513 2.965 -2.038  0.099
119 H -2.628 0.015 1.062  0.091
120 C -6.172 2.011 -0.184  -0.044
121 H 1.317 3.424 6.130  0.129
122 H 1.205 3.728 0.032  0.087
123 H 4.253 -0.185 2.448  0.113
124 C -3.925 1.577 -1.296  -0.119
125 H 1.363 -0.045 -6.093  0.119
126 C 0.377 7.125 3.418  -0.100
127 O 2.986 -5.611 -0.163  -0.364
128 O 3.171 -4.147 -2.145  -0.400
129 H -2.128 -6.363 -0.332  0.083
130 C 8.359 -0.026 2.373  -0.097
131 H -5.995 0.726 -2.785  0.103
132 H 1.143 5.931 4.953  0.109
133 C 1.276 -5.542 2.886  -0.095
134 H 0.302 5.638 0.202  0.086
135 H 0.308 -2.114 -6.489  0.108
136 C 3.849 5.105 -2.695  -0.221
137 H -2.823 -5.698 3.747  0.134
138 H 2.227 -0.843 -3.279  0.105
139 H -0.975 5.590 -2.366  0.110
140 H -0.502 -6.703 3.382  0.114
141 C 4.260 -1.173 -0.438  -0.093
142 H -5.537 -0.268 1.105  0.139
143 C 1.701 1.498 5.267  -0.130
144 C 0.437 -1.937 -3.707  -0.097
145 H 2.300 1.054 3.252  0.084
146 N 0.281 3.230 4.234  -0.225
147 H -3.545 -4.639 -2.172  0.081
148 S 2.655 -5.466 -1.572  0.520
149 H -2.252 -4.024 -4.151  0.119
150 H 5.891 0.400 0.724  0.118
151 C -0.105 -6.122 2.550  -0.193
152 H 1.315 4.431 2.862  0.089
153 C 2.797 -1.469 -0.104  -0.132
154 N -0.442 -0.475 -0.193  -0.683
155 H -4.150 2.345 -2.035  0.128
156 H 6.463 -0.163 3.144  0.105
157 C -3.508 -3.649 -2.627  -0.094
158 O -0.774 -1.585 -0.164  0.030
159 H 7.055 -1.690 2.756  0.110
160 H -1.199 -4.137 2.653  0.119
161 C -7.621 4.173 -0.623  -0.074
162 C -2.023 -1.947 -3.788  -0.071
163 H -4.493 -4.023 3.914  0.127
164 H 0.658 -2.996 -3.844  0.127
165 H -8.525 3.583 -0.776  0.081
166 C -0.486 4.872 -1.708  -0.125
167 N 1.673 3.800 -2.127  -0.205
168 H -3.687 -6.718 0.570  0.097
169 H -7.664 4.960 -1.376  0.085
170 C 1.499 3.028 5.131  -0.111
171 N -5.193 0.888 -0.779  -0.216
172 H 4.511 -3.639 0.671  0.093
173 H -4.416 -3.491 -3.208  0.090
174 H -5.347 -4.600 2.424  0.123